No. 1
111
Properties=species:S:1:pos:R:3:mulliken_charge:R:1 method="wB97M-V/def2-TZVPD" e_above_lowest_kj_mol=0.0 total_charge=0
C 6.6952 0.3149 2.6022 -0.98
C 6.2607 1.6048 1.9348 -0.66
C 5.0992 1.3904 0.9901 -0.30
O 4.0314 0.8261 1.7393 -0.37
C 3.0035 0.2315 1.0083 2.03
C 2.6752 1.0105 -0.1974 -0.98
N 2.4433 1.6984 -1.1116 -0.68
C 3.3995 -1.1702 0.5323 -1.42
C 4.0655 -2.0786 1.5768 0.02
O 5.3002 -2.5545 1.0257 -0.62
C 3.2235 -3.2831 1.9811 -0.49
N 3.8964 -4.2214 2.8622 -0.57
C 1.7386 0.3415 1.9386 1.14
C 2.1682 -0.0030 3.2911 -0.83
N 2.4382 -0.2854 4.3910 -0.70
O 1.2521 1.6296 1.7808 -0.32
C 0.7402 2.3170 2.9111 -0.32
C -0.5065 1.7025 3.5018 -1.04
P 0.3520 -0.8300 1.4125 0.78
N -0.4460 -0.3089 0.1689 -0.71
H 6.7915 -0.4954 1.8912 0.21
H 7.6368 0.4541 3.1144 0.44
H 5.9701 0.0105 3.3397 0.21
H 5.9328 2.2901 2.7038 0.30
H 7.0744 2.0579 1.3871 0.45
H 4.8099 2.3525 0.5910 0.31
H 5.4195 0.7433 0.1815 0.29
H 2.6004 -1.6637 -0.0034 0.76
H 4.1744 -1.0119 -0.2041 0.61
H 4.3470 -1.5197 2.4558 0.42
H 5.0687 -3.0822 0.2587 0.39
H 2.3559 -2.9235 2.5211 0.02
H 2.8617 -3.7925 1.0922 -0.17
H 4.6649 -4.6423 2.3640 0.24
H 4.2546 -3.7155 3.6580 0.34
H 0.4500 3.2828 2.5273 0.53
H 1.4962 2.5197 3.6601 0.29
H -1.1921 1.5665 2.6758 0.15
H -0.9356 2.3897 4.2099 0.46
H -0.3136 0.7426 3.9597 0.29
H -0.4297 -1.0002 2.5733 0.09
H 0.8577 -2.1061 1.1378 -0.14
H -0.0875 0.5802 -0.1584 0.24
C -3.3401 4.2309 1.8865 -0.84
O -2.6647 3.2057 1.1828 -0.21
C -3.4158 2.5753 0.1611 -0.81
C -3.4370 3.3270 -1.1765 0.49
C -4.3595 4.5412 -1.1778 -1.40
N -2.0962 3.7387 -1.6048 -0.76
H -4.4069 4.0136 1.9893 0.35
H -3.2092 5.2017 1.4026 0.27
H -2.8992 4.2920 2.8825 0.24
H -2.9288 1.6094 0.0008 0.37
H -4.4343 2.3678 0.5159 0.41
H -3.8197 2.6243 -1.9224 0.41
H -3.9252 5.3866 -0.6437 0.23
H -4.5436 4.8713 -2.2004 0.43
H -5.3227 4.3113 -0.7233 0.21
H -1.5080 2.9164 -1.7089 0.27
H -1.6715 4.2540 -0.8393 0.33
C 0.6745 -5.7058 -1.4115 -0.96
O 1.7785 -5.2114 -0.6704 0.08
C 2.1874 -6.0127 0.4212 -0.18
C 3.1283 -7.1642 0.0403 0.21
C 2.4222 -8.3417 -0.6236 -1.53
N 4.2289 -6.7222 -0.8224 -0.75
H -0.0516 -6.2082 -0.7669 0.40
H 1.0006 -6.3855 -2.2026 0.26
H 0.1911 -4.8500 -1.8839 0.22
H 2.7311 -5.3405 1.0916 -0.03
H 1.3128 -6.3771 0.9757 0.51
H 3.5655 -7.5310 0.9735 0.51
H 2.1657 -8.1313 -1.6613 0.29
H 3.0735 -9.2148 -0.6259 0.37
H 1.5067 -8.6060 -0.0904 0.34
H 4.7734 -6.0148 -0.3375 0.26
H 3.8303 -6.2281 -1.6177 0.30
C -8.4246 4.1355 -0.2486 -0.80
O -7.5164 5.2122 -0.1080 -0.21
C -7.9903 6.4661 -0.5583 -0.84
C -8.8631 7.2239 0.4523 0.38
C -10.2846 6.6830 0.5669 -1.41
N -8.2601 7.2642 1.7874 -0.73
H -9.0390 4.2422 -1.1466 0.35
H -9.0686 4.0376 0.6285 0.25
H -7.8376 3.2206 -0.3355 0.27
H -7.0928 7.0625 -0.7431 0.33
H -8.5041 6.3538 -1.5218 0.45
H -8.9352 8.2537 0.0910 0.39
H -10.3242 5.7571 1.1398 0.29
H -10.9188 7.4042 1.0807 0.36
H -10.7171 6.4958 -0.4179 0.35
H -7.3567 7.7256 1.7338 0.27
H -8.0384 6.3095 2.0550 0.32
C 0.5942 -1.6005 -3.5972 -0.30
O 0.6060 -2.7383 -4.4374 -0.41
C 1.6377 -2.7882 -5.3984 -0.74
C 3.0105 -3.1848 -4.8319 0.19
C 3.7266 -2.0461 -4.1112 -0.94
N 2.9317 -4.3232 -3.9137 -0.43
H 0.9416 -0.6981 -4.1077 0.36
H 1.2010 -1.7876 -2.7073 -0.19
H -0.4299 -1.4412 -3.2634 0.31
H 1.3183 -3.5528 -6.1115 0.36
H 1.7078 -1.8420 -5.9509 0.41
H 3.6325 -3.4708 -5.6851 0.44
H 3.3013 -1.8582 -3.1251 -0.17
H 4.7774 -2.2976 -3.9668 0.37
H 3.6781 -1.1194 -4.6858 0.39
H 2.5472 -5.1245 -4.4068 0.28
H 2.2228 -4.0967 -3.2205 0.05

***

No. 2
131
Properties=species:S:1:pos:R:3:mulliken_charge:R:1 method="wB97M-V/def2-TZVPD" total_charge=0
C 3.2216 -3.8994 3.5387 -1.04
C 3.7735 -4.1469 2.0723 -0.59
C 2.5717 -4.5246 1.1779 0.23
C 2.9007 -4.5799 -0.3535 -0.82
N 2.1152 -5.5559 -1.1394 -0.20
C 0.9295 -5.0002 -1.7519 1.31
C 0.6416 -5.9751 -2.9700 -0.95
C 1.1782 -5.4948 -4.3168 0.20
O 0.6220 -4.7632 -5.0271 -0.50
O 2.4218 -6.0078 -4.7793 -0.35
C 2.0960 -6.7362 -5.9405 0.82
C 2.5182 -6.2657 -7.3318 -1.01
O 1.4541 -7.7095 -5.8357 -0.48
O 1.0677 -3.7338 -2.4108 -0.51
C -0.0947 -3.0000 -2.5567 -0.19
O -0.3704 -2.3462 -3.4552 -0.49
C -0.8934 -3.3185 -1.2654 0.70
P -0.3276 -2.0289 -0.0218 0.11
S 1.3404 -1.1246 -0.4434 -0.31
C -0.3014 -4.7024 -0.7963 -0.79
B -1.3380 -5.8794 -0.5012 0.24
C -0.9581 -7.2165 0.2709 -0.95
O -2.6701 -5.7791 -0.9630 -0.23
H 2.2137 -4.3672 3.5789 0.32
H 3.8465 -4.4262 4.2754 0.30
H 3.1135 -2.8229 3.7430 0.23
H 4.2824 -3.2201 1.7604 0.29
H 4.4880 -4.9922 2.1327 0.35
H 2.0890 -5.4794 1.4715 0.19
H 1.8215 -3.7120 1.3107 -0.17
H 2.8723 -3.5491 -0.7399 0.28
H 3.9637 -4.9024 -0.4276 0.55
H 1.8906 -6.3135 -0.4994 0.28
H -0.4234 -6.2355 -3.1180 0.33
H 1.1631 -6.9263 -2.7467 0.37
H 3.1435 -7.0262 -7.8228 0.34
H 2.9760 -5.2631 -7.3097 0.31
H 1.5895 -6.1659 -7.9252 0.28
H -1.9898 -3.2360 -1.3491 0.62
H -1.3343 -1.0256 0.1006 0.09
H -0.2041 -2.5918 1.2839 0.05
H 0.0297 -4.4368 0.2354 -0.33
H 0.1090 -7.4360 0.0730 0.30
H -1.0836 -7.0487 1.3607 0.32
H -1.5939 -8.0782 0.0020 0.25
H -2.6886 -5.6990 -1.9291 0.25
C 4.4796 4.2003 3.5149 -0.63
O 3.2360 4.5607 2.9345 -0.45
P 2.2618 3.3078 2.3626 1.12
O 2.6300 2.2509 3.3588 -0.64
O 3.1440 3.1774 0.9869 -0.26
C 3.4793 4.3702 0.2600 -0.85
O 0.9916 2.4303 1.6714 -0.25
C 0.1525 3.1576 0.7549 -0.74
H 5.0782 5.1101 3.5881 0.26
H 4.3315 3.8049 4.5191 0.23
H 5.0072 3.4749 2.8941 0.31
H 4.5218 4.6303 0.4574 0.32
H 2.8419 5.2074 0.5367 0.41
H 3.3594 4.1762 -0.8040 0.30
H 0.6923 3.3644 -0.1717 0.31
H -0.1847 4.0947 1.2000 0.33
H -0.7178 2.5449 0.5274 0.26
C 3.4848 -3.0897 8.4604 -0.60
O 4.0730 -1.8492 8.0929 -0.44
P 5.4373 -1.9069 7.1062 1.19
O 5.0957 -3.1232 6.3053 -0.62
O 6.3866 -2.2633 8.4034 -0.34
C 6.2508 -1.4891 9.6023 -0.75
O 6.8100 -1.5135 6.1966 -0.29
C 7.4111 -0.2338 6.4535 -0.68
H 2.7979 -2.8895 9.2842 0.26
H 2.9139 -3.5015 7.6296 0.21
H 4.2425 -3.8009 8.7917 0.32
H 5.6812 -2.0605 10.3369 0.26
H 5.7477 -0.5394 9.4220 0.36
H 7.2447 -1.2916 10.0027 0.28
H 7.9046 -0.2354 7.4288 0.27
H 6.6623 0.5587 6.4200 0.31
H 8.1548 -0.0442 5.6823 0.25
C -10.0541 -6.9460 -1.2086 -0.62
O -8.6917 -7.3516 -1.2347 -0.46
P -7.6684 -6.6843 -0.0752 1.20
O -8.6431 -6.5486 1.0521 -0.67
O -7.5221 -5.2901 -0.9373 -0.34
C -7.2555 -5.3633 -2.3434 -0.73
O -6.3092 -6.2939 0.8504 -0.36
C -5.0232 -6.4982 0.2313 -0.65
H -10.5015 -7.2563 -2.1542 0.25
H -10.5842 -7.4435 -0.3983 0.25
H -10.1397 -5.8632 -1.1113 0.32
H -8.1760 -5.1662 -2.8951 0.26
H -6.8667 -6.3385 -2.6365 0.36
H -6.5214 -4.5993 -2.5983 0.27
H -4.8615 -5.7603 -0.5494 0.33
H -4.9583 -7.5027 -0.1902 0.30
H -4.2522 -6.3859 0.9889 0.26
C 3.5668 8.3248 -1.4109 -0.58
O 2.3007 8.7011 -1.9383 -0.45
P 1.2862 7.4633 -2.4641 0.97
O 1.6837 6.4039 -1.4822 -0.46
O 2.1229 7.3444 -3.8743 -0.33
C 2.4363 8.5374 -4.6062 -0.77
O 0.0114 6.5762 -3.1294 -0.29
C -0.8689 7.2811 -4.0263 -0.61
H 4.1787 9.2268 -1.3663 0.27
H 3.4583 7.9336 -0.4003 0.22
H 4.0572 7.5918 -2.0529 0.30
H 3.4839 8.7949 -4.4428 0.27
H 1.8117 9.3783 -4.3057 0.36
H 2.2819 8.3445 -5.6670 0.29
H -0.3579 7.4938 -4.9683 0.28
H -1.2098 8.2114 -3.5711 0.25
H -1.7337 6.6534 -4.2275 0.26
C -7.0345 10.4699 -4.1865 -0.63
O -5.9083 10.6684 -3.3394 -0.45
P -5.0230 9.3045 -2.9054 1.19
O -5.1993 8.4972 -4.1536 -0.66
O -6.1219 8.8917 -1.7555 -0.34
C -6.6000 9.8971 -0.8504 -0.76
O -3.8703 8.2661 -2.2232 -0.25
C -3.2103 8.7655 -1.0459 -0.77
H -7.6270 11.3854 -4.1546 0.25
H -6.7143 10.3037 -5.2135 0.25
H -7.6454 9.6364 -3.8384 0.32
H -7.5985 10.2115 -1.1573 0.26
H -5.9453 10.7679 -0.8226 0.37
H -6.6573 9.4664 0.1484 0.29
H -3.9006 8.7747 -0.1992 0.31
H -2.8243 9.7724 -1.2161 0.38
H -2.3762 8.1051 -0.8136 0.24

***

No. 3
123
Properties=species:S:1:pos:R:3:mulliken_charge:R:1 method="wB97M-V/def2-TZVPD" e_above_lowest_kj_mol=157.0 total_charge=+1
Tl 18.6393 6.4980 23.5832 0.82
C 17.2229 2.2628 21.0105 -0.27
C 17.2265 3.5238 21.7595 0.18
C 16.3501 3.6406 23.0426 -0.19
O 16.3902 4.6285 23.7432 -0.01
C 15.4697 2.5284 23.2787 0.03
C 15.4139 1.3397 22.5270 -0.14
C 16.4054 1.1595 21.4101 0.04
O 16.3256 0.2012 20.6612 -0.42
O 14.5750 0.4778 22.7678 -0.19
O 17.9182 4.4782 21.4511 -0.19
H 17.8645 2.1458 20.1451 0.67
H 14.8296 2.5831 24.1553 0.64
C 16.4152 7.7666 26.7043 -0.32
C 17.4795 8.8510 26.5686 -0.74
O 18.6562 8.3760 25.9141 -0.40
O 16.5192 6.8306 25.6339 -0.15
H 15.4264 8.2214 26.6602 0.25
H 16.5890 7.2594 27.6572 0.35
H 17.7190 9.2666 27.5505 0.48
H 17.0910 9.7141 26.0136 0.19
H 19.4102 8.7612 26.3681 0.24
H 15.6883 6.3367 25.6434 0.07
C 12.7604 5.4032 26.4148 -0.93
C 13.4482 4.5938 25.3563 0.01
O 13.7553 5.4234 24.2402 -0.45
O 13.6916 6.3537 26.9536 -0.45
H 12.4373 4.7742 27.2464 0.33
H 11.8907 5.8902 25.9653 0.42
H 12.7392 3.8263 25.0237 0.22
H 14.3828 4.2074 25.7822 0.41
H 14.3600 4.9482 23.6641 0.17
H 13.1969 7.1408 27.1963 0.29
C 10.6875 2.9538 19.9515 -0.50
C 11.3504 2.4721 21.2182 -0.13
O 11.9594 1.2120 21.0275 -0.48
O 9.4373 2.3503 19.6684 -0.52
H 11.3402 2.7276 19.0973 0.29
H 10.5891 4.0388 20.0074 0.31
H 10.5562 2.4685 21.9827 0.34
H 12.1035 3.1974 21.5544 0.09
H 12.5518 1.0092 21.7558 0.20
H 9.3715 1.5283 20.1642 0.32
C 20.8448 2.3392 19.2570 -0.12
C 20.1139 3.2886 18.3215 -0.34
O 19.5323 4.4133 18.9612 -0.41
O 21.2967 1.2123 18.5290 -0.60
H 20.2672 2.0535 20.1415 0.17
H 21.7226 2.7986 19.7310 0.30
H 19.3504 2.7009 17.7968 0.10
H 20.8158 3.6733 17.5838 0.48
H 18.8032 4.1786 19.5587 0.22
H 22.0556 1.4303 17.9818 0.31
C 17.0015 -4.2164 24.2163 -0.76
C 16.0688 -3.0430 24.2457 -0.15
O 16.4751 -2.0407 23.3314 -0.38
O 17.2141 -4.6904 22.9006 -0.45
H 16.5459 -4.9673 24.8827 0.36
H 17.9702 -4.0700 24.7134 0.32
H 15.9651 -2.6785 25.2777 0.33
H 15.0476 -3.3793 24.0134 0.21
H 15.9431 -1.2638 23.5145 0.17
H 17.1920 -5.6499 22.9188 0.28
C 18.4421 8.3057 18.5440 -0.47
C 18.8699 7.4638 19.7094 0.31
O 18.8286 8.1916 20.9326 -0.37
O 17.0262 8.4985 18.5616 -0.51
H 18.7742 7.9474 17.5644 0.38
H 18.9085 9.2975 18.6449 0.35
H 19.9032 7.1278 19.5720 0.20
H 18.2778 6.5632 19.8341 -0.33
H 19.3697 8.9843 20.8972 0.20
H 16.8122 9.3148 18.1035 0.30
C 21.6971 4.9657 21.8176 -0.15
C 21.4032 3.8499 22.8027 -0.60
O 20.0535 3.8747 23.3444 -0.38
O 21.1982 6.2499 22.1506 -0.34
H 21.4024 4.6840 20.8037 -0.09
H 22.7926 4.9963 21.7912 0.46
H 22.0273 3.9982 23.6916 0.39
H 21.6301 2.8632 22.4008 0.34
H 19.9378 3.0418 23.8132 0.21
H 21.9299 6.8696 22.1000 0.23
C 18.6203 -0.3541 17.1450 0.13
C 17.5985 -1.4164 16.7808 -0.81
O 16.7158 -1.7758 17.8140 -0.35
O 19.2601 -0.7112 18.3677 -0.52
H 18.1847 0.6500 17.2420 0.05
H 19.3522 -0.3497 16.3275 0.30
H 18.1423 -2.2907 16.4189 0.30
H 17.0242 -1.0656 15.9128 0.36
H 15.9010 -1.2782 17.7262 0.22
H 19.9800 -0.0781 18.4698 0.26
C 15.9341 9.0556 22.1756 -0.58
C 15.2039 7.7575 21.9879 -0.13
O 16.0849 6.7490 21.4950 -0.25
O 16.8824 8.9453 23.2690 -0.27
H 15.2610 9.9039 22.3192 0.47
H 16.5459 9.3094 21.3055 0.14
H 14.4420 7.9554 21.2279 0.43
H 14.7514 7.4422 22.9300 -0.08
H 15.7288 6.3875 20.6808 0.17
H 16.8888 9.8023 23.7031 0.15
C 14.1978 -4.6798 20.5789 -0.48
C 13.5909 -3.2936 20.4540 -0.48
O 14.4025 -2.2790 20.9784 -0.22
O 15.5214 -4.7455 20.0058 -0.48
H 13.5697 -5.3016 19.9383 0.44
H 14.2979 -4.9851 21.6202 0.16
H 12.6580 -3.3785 21.0419 0.31
H 13.2225 -3.1547 19.4294 0.34
H 13.9187 -1.4493 20.9751 0.11
H 15.5313 -5.5069 19.4218 0.28
C 12.3959 0.5262 25.6170 0.32
C 11.2606 -0.0734 26.4154 -0.72
O 10.0778 -0.1631 25.6107 -0.54
O 13.2456 -0.5254 25.1423 -0.51
H 13.0229 1.2174 26.2009 0.18
H 11.9848 1.1235 24.7957 0.06
H 11.0628 0.5317 27.3001 0.30
H 11.4885 -1.0871 26.7458 0.29
H 10.1031 -1.0100 25.1579 0.31
H 13.7033 -0.1846 24.3667 0.29

***

no.,frontier orbital gap (Ha),energy (hartree),LUMO level (eV)
1,0.3545,-2412.9375,0.63
2,0.2313,-5589.6031,-2.24
3,0.1177,-3235.7908,-7.67